2 unconnected molecules or ions with the total composition C3H10N2. Source: the Open Molecules 2025 dataset; level of theory: the ωB97M-V functional and the def2-TZVPD basis.

Last column: natural (NBO) charge in e.
Cartesian coordinates (Å):
N 0.118 1.860 0.943  -0.6346
N -0.107 -3.238 -1.454  -0.6023
C -1.148 1.966 1.631  -0.4141
C 0.637 -4.260 -1.501  -0.0219
C 0.518 3.041 0.213  -0.4113
H -2.002 2.300 1.008  0.1561
H 0.212 0.955 0.509  0.3611
H -1.170 2.905 2.208  0.1850
H 1.234 2.796 -0.570  0.2036
H 1.639 -4.416 -1.086  0.1390
H 0.507 -2.419 -1.470  0.3378
H -1.342 1.054 2.177  0.2059
H 0.858 3.784 0.937  0.1890
H -0.299 3.520 -0.359  0.1591
H 0.316 -5.237 -1.897  0.1476

Results
Max |F| in eV Å⁻¹: 1.93
Net charge: 0
Structure (SMILES): C=N.CNC
ΔE to the lowest compared entry with this formula, charge and spin in kcal per mole: 51.4

13 unconnected molecules or ions with the total composition C75H157N13O13. Source: the Open Molecules 2025 dataset; level of theory: the ωB97M-V functional and the def2-TZVPD basis.

Last column: Mulliken spin population.
Cartesian coordinates (Å):
O -0.385 -0.183 6.959  -0.0002
O -2.418 2.981 4.944  -0.0001
O -6.135 -5.397 -0.832  0.0001
O -2.210 -5.552 -5.371  0.5951
O 5.655 -2.281 -1.719  0.0000
O -4.298 6.162 0.897  0.6299
O 4.694 6.253 -1.967  0.5990
O 3.798 2.311 7.295  0.0000
O -5.301 -2.034 1.939  0.0000
O 0.862 -4.902 2.955  0.5079
O -0.674 3.794 -4.511  0.5823
O 4.869 -1.793 2.050  -0.0004
O 1.045 1.620 1.267  0.4968
N -1.386 -4.847 -4.412  0.3657
N 4.824 -0.334 -0.955  -0.0004
N -5.282 -3.600 -2.016  0.0003
N -0.277 -2.433 7.343  -0.0003
N -0.079 0.771 0.933  0.4019
N 3.825 6.616 -0.895  0.3100
N 4.086 1.360 5.263  0.0003
N -0.471 2.653 -5.447  0.3541
N -4.126 5.915 -0.530  0.3447
N 4.469 -2.833 4.083  -0.0005
N 1.254 -6.228 3.107  0.4163
N -3.770 -2.404 3.605  -0.0001
N -0.367 3.554 4.128  0.0000
C -0.596 0.947 -0.472  0.0137
C -1.610 2.565 -6.487  0.0307
C 1.020 1.140 -6.745  0.0286
C 0.004 1.092 -7.875  -0.0067
C -2.145 7.559 -0.653  -0.0142
C 2.686 -6.085 1.130  -0.0153
C -1.715 -2.605 -5.556  0.0337
C 1.199 -8.415 4.306  0.0204
C 1.854 2.155 -4.688  -0.0474
C 0.337 -6.604 -3.919  0.0195
C 5.785 -2.714 4.582  0.0000
C -5.033 -2.170 -2.013  0.0004
C -0.697 -5.646 -3.343  -0.0419
C 5.596 -1.347 -0.893  0.0004
C -5.109 4.931 -1.132  -0.0392
C 0.865 2.430 -5.877  0.0072
C 1.079 3.582 4.341  0.0103
C 5.688 7.071 0.751  0.0078
C 0.462 -6.404 5.478  -0.0158
C -4.157 5.703 -3.388  -0.0129
C 1.706 -9.160 3.038  -0.0103
C -0.163 -4.683 -2.237  0.0269
C 0.964 -1.526 1.224  -0.0623
C -2.903 2.183 -5.754  -0.0234
C 1.409 6.981 -0.131  0.0068
C 4.107 1.623 3.822  0.0012
C 0.431 -7.073 4.076  0.0073
C -2.804 -3.293 4.246  0.0062
C -1.963 0.291 -0.600  0.0536
C -1.961 -1.177 -0.177  -0.0169
C 3.339 6.852 1.498  0.0247
C 3.690 0.038 5.708  0.0004
C 0.455 -7.172 0.856  0.0232
C 0.330 -4.101 -6.113  0.0199
C -0.921 2.462 -0.669  0.0192
C -0.225 -0.257 3.134  0.0194
C 1.815 6.494 1.274  -0.0091
C 2.355 6.433 -1.220  0.0215
C -0.162 -0.531 1.602  0.0347
C 4.151 2.366 6.136  -0.0001
C -1.172 2.997 5.131  0.0005
C -4.535 4.504 -2.555  0.0537
C -4.708 -4.310 -3.148  -0.0242
C -0.822 4.169 2.903  -0.0070
C 4.125 -2.387 2.782  -0.0053
C -3.164 6.532 -2.694  0.0158
C 4.547 4.824 0.742  0.0413
C -0.653 -3.690 -4.987  -0.0439
C 4.313 6.324 0.460  0.0095
C 0.324 0.568 -1.642  0.0102
C 4.614 0.537 0.211  0.0076
C -3.515 7.058 -1.240  -0.0224
C 0.547 -2.757 6.167  0.0080
C 0.020 -2.861 -3.812  0.0370
C -4.611 -2.822 2.640  -0.0002
C 2.351 -8.225 2.102  0.0104
C 1.995 7.316 -2.491  0.0072
C -1.373 1.283 -7.357  0.0024
C -4.456 8.268 -1.498  0.0296
C -1.886 3.847 -7.282  0.0131
C 1.881 4.947 -1.544  0.0549
C -0.678 -1.183 7.614  0.0000
C -0.755 -3.527 8.091  0.0000
C 3.586 -3.701 4.801  -0.0035
C -1.068 -7.433 3.625  0.0309
C -1.561 -1.264 1.306  0.0258
C 1.420 3.668 -6.715  0.0372
C -1.771 -6.536 -2.638  0.0157
C -3.872 -1.012 4.166  -0.0006
C 3.881 -0.004 -2.055  -0.0055
C -5.302 3.644 -0.334  -0.0138
C -6.542 5.424 -1.409  0.0098
C -5.888 -4.180 -0.946  0.0001
C 0.805 -3.621 -2.788  -0.0052
C 1.606 -6.892 1.775  0.0135
H 1.034 -2.485 1.737  0.0244
H 2.481 4.316 -2.200  -0.0301
H -3.921 9.153 -1.842  0.0005
H 5.621 8.154 0.653  -0.0047
H 2.876 -0.281 -1.735  0.0024
H 0.656 0.245 3.534  0.0001
H -4.479 -1.025 5.071  0.0000
H 1.071 -2.881 -2.034  -0.0011
H 3.145 -0.565 4.982  -0.0005
H -6.405 6.435 -1.792  0.0042
H -5.062 8.583 -0.648  -0.0019
H 6.417 6.699 0.031  0.0010
H 4.388 1.532 -0.173  -0.0070
H 2.500 3.570 -6.828  0.0001
H 3.287 -0.029 6.719  0.0001
H 2.361 -8.745 1.145  -0.0004
H 0.802 -3.255 -6.612  0.0004
H -5.248 -4.061 -4.061  -0.0009
H -3.683 2.035 -6.501  -0.0006
H 2.537 -3.411 4.739  0.0003
H -1.490 2.800 0.197  -0.0057
H 5.632 -2.545 5.648  0.0000
H 0.731 -2.168 -4.261  0.0025
H 1.166 4.647 -6.310  -0.0017
H 0.576 -9.087 4.896  -0.0005
H 3.791 -3.590 5.866  0.0007
H 1.861 4.277 -0.684  -0.0211
H -0.028 -3.384 5.486  -0.0056
H -0.111 0.433 -2.633  0.0072
H -0.363 3.762 2.002  0.0078
H -0.002 -4.277 8.334  0.0000
H 0.825 -0.358 -1.359  -0.0033
H 4.404 3.326 5.661  0.0001
H -0.676 5.244 2.797  0.0000
H -0.189 -5.530 5.450  0.0091
H -1.178 -1.661 -5.651  -0.0023
H -2.347 -0.862 1.945  -0.0101
H 3.724 4.131 0.567  -0.0156
H -0.991 -3.421 9.150  0.0000
H 6.216 -1.466 0.009  0.0000
H -1.778 -2.924 4.216  -0.0047
H -1.614 0.382 -6.794  0.0006
H -1.911 1.467 -8.287  -0.0006
H 4.817 4.746 1.795  -0.0004
H 3.263 -6.596 0.359  -0.0005
H 3.548 -4.776 4.628  0.0007
H 0.404 -5.286 -1.529  0.0086
H -4.819 -5.393 -3.082  0.0005
H -0.737 -2.218 -3.362  -0.0028
H -1.707 6.610 -0.344  0.0103
H 5.541 0.525 0.784  -0.0002
H -3.729 5.374 -4.335  -0.0001
H -4.399 -0.203 3.659  -0.0001
H -1.542 -3.980 7.487  0.0001
H -0.170 -6.281 0.793  -0.0059
H -3.208 7.367 -3.393  0.0002
H 1.392 -6.031 5.907  -0.0027
H -0.072 -7.303 -4.649  -0.0036
H 0.738 -7.432 -0.164  0.0024
H 0.699 0.237 -6.226  -0.0149
H -5.742 -1.654 -2.661  0.0000
H -2.263 0.277 -1.647  0.0011
H 5.994 6.770 1.752  0.0005
H 0.907 4.828 -2.018  0.0099
H -5.266 3.906 -3.099  0.0013
H -1.737 2.624 -1.374  -0.0156
H -1.873 4.000 2.667  -0.0007
H 0.831 -1.801 0.177  0.0091
H 0.810 -7.174 -3.119  0.0030
H -4.083 -2.079 -2.540  0.0003
H 1.490 1.381 -4.012  0.0190
H 3.399 -8.022 2.325  -0.0056
H -4.597 -3.913 2.489  0.0001
H 1.120 6.947 1.981  -0.0012
H 3.368 7.940 1.564  -0.0066
H 3.829 0.123 0.844  0.0027
H 5.045 1.251 3.409  -0.0003
H 2.006 8.369 -2.210  -0.0038
H 1.678 5.417 1.373  -0.0029
H -1.039 4.351 -7.747  0.0012
H -0.152 3.161 -0.998  -0.0028
H -2.796 0.787 -0.102  -0.0222
H 1.139 -6.006 -4.350  -0.0036
H 1.606 3.118 3.507  -0.0086
H 0.909 -1.839 5.705  -0.0010
H -1.151 0.221 3.454  -0.0099
H -2.150 6.132 -2.713  0.0072
H -1.746 -6.773 3.085  -0.0026
H -2.245 4.496 -6.483  -0.0007
H 0.043 -4.856 -6.845  -0.0007
H -2.916 -0.712 4.596  0.0001
H 2.019 3.067 -4.115  0.0085
H -0.893 -4.293 -1.528  -0.0088
H 6.237 -1.852 4.091  0.0001
H -0.207 -1.267 3.542  -0.0097
H 3.352 -5.797 1.943  0.0071
H -6.360 -3.467 -0.252  0.0000
H 0.066 -7.078 6.237  0.0004
H -3.045 -3.419 5.301  -0.0002
H -5.816 3.616 0.627  -0.0012
H -1.127 -8.442 3.217  0.0016
H 3.238 1.073 3.461  -0.0001
H -2.529 -5.963 -2.104  -0.0089
H 4.026 1.041 -2.329  0.0004
H 1.124 3.554 -7.758  -0.0018
H -2.168 -3.002 -6.464  0.0001
H 0.027 0.116 -8.359  0.0000
H 0.420 6.545 -0.274  0.0095
H -5.989 2.963 -0.836  0.0000
H -2.367 -7.108 -3.350  0.0026
H -3.245 3.050 -5.190  0.0122
H 3.639 6.678 2.532  -0.0011
H -2.747 1.329 -5.094  -0.0044
H 3.079 -2.559 2.484  0.0045
H 0.979 7.162 -2.855  -0.0027
H -0.009 -7.976 1.426  0.0004
H -7.157 4.897 -2.139  0.0018
H -5.095 6.226 -3.572  -0.0022
H 6.429 -3.551 4.314  -0.0001
H 2.833 1.774 -4.978  -0.0016
H -4.357 3.123 -0.178  0.0092
H 1.251 -4.532 -5.718  -0.0021
H 2.677 7.146 -3.324  0.0013
H 4.102 -0.788 -2.778  0.0000
H -2.565 -2.291 -4.950  -0.0017
H -2.369 8.152 0.234  -0.0015
H 1.436 8.070 -0.135  0.0025
H 2.394 -9.986 3.221  -0.0005
H -5.173 8.110 -2.304  -0.0015
H 0.816 -9.625 2.613  0.0002
H -1.303 -7.348 -2.081  -0.0024
H -1.326 -2.306 1.522  0.0057
H 4.625 -0.517 5.778  0.0001
H -4.928 -1.772 -1.004  0.0000
H 0.199 1.916 -8.561  -0.0006
H -3.713 -3.940 -3.392  0.0269
H 4.049 2.684 3.578  0.0007
H -1.315 -1.216 8.511  0.0001
H 1.869 -0.919 1.215  0.0367
H -3.611 3.950 -2.390  -0.0107
H 2.021 1.053 -7.166  -0.0006
H 1.170 1.254 -1.672  0.0016
H 1.507 4.585 4.355  -0.0003
H -2.767 -4.310 3.854  -0.0006
H -0.675 2.608 6.033  -0.0001
H -7.245 5.387 -0.577  -0.0024
H 2.109 -8.208 4.869  -0.0010
H -2.960 -1.607 -0.247  -0.0004
H -1.260 -1.746 -0.788  0.0006
H -1.666 -7.502 4.533  -0.0009
H 5.482 4.524 0.267  -0.0015
H -2.701 3.721 -7.994  0.0010
H 1.411 -3.267 6.593  0.0014
H 1.345 3.151 5.306  -0.0001
H 2.366 -5.128 0.720  0.0069
H 1.718 -4.140 -3.079  -0.0004
H -1.432 7.980 -1.363  0.0000

Results
Spin multiplicity: 7
Max |F| in eV Å⁻¹: 5.95
Net charge: 0
E in hartree: -4641.1311